The following is a DFT calculation (ωB97M-V/def2-TZVPD) of C18H36F6O18PV as an isolated structure.

As for the LUMO energy (spin up / spin down): 0.31 / 0.48 eV. As for the energy: -3946.37543 hartree. Its expectation value of S² is 6.002. The value obtained for the strongest force on any atom is 6.58 eV/Å. The HOMO energy (spin up / spin down) comes out at -1.5 / -10.8 eV. For the energy above the lowest of the compared OMol25 structures with the same formula, charge and spin, the calculation gives 15.02 kcal per mole. The calculation puts the HOMO-LUMO gap (spin up / spin down) at 1.803 / 11.287 eV.

ORCA input file:
```
! RIJCOSX wB97M-V def2-TZVPD def2/J DEFGRID3
* xyz 0 5
V 0.39263 0.59762 0.30547
P 1.02068 2.85993 2.48782
F 0.24754 3.99058 3.34027
F 2.43760 3.54351 2.88202
F 1.05124 1.80783 3.70745
F 1.87410 1.84746 1.50988
F -0.32680 2.04932 1.92130
F 0.94780 3.69630 1.11158
C 4.09056 2.73459 -0.56231
O 3.63736 2.68254 -1.88362
C 2.48235 1.92403 -2.09768
O 1.59837 1.61731 -1.28069
O 2.41122 1.62024 -3.39409
C 1.17469 1.49141 -4.05260
H 3.52573 3.48383 -0.00759
H 5.13617 3.03848 -0.51247
H 4.17946 1.73202 -0.14393
H 1.32461 1.15643 -5.07896
H 0.68913 2.46610 -4.10071
H 0.48912 0.84674 -3.50261
C -3.51150 1.73917 2.04648
O -3.81578 0.34883 1.96424
C -3.00755 -0.42402 1.11912
O -1.90164 -0.07850 0.63455
O -3.56811 -1.65459 0.88920
C -4.76919 -1.95398 1.36464
H -3.32053 2.26683 1.11203
H -2.61552 1.98113 2.61812
H -4.36296 2.29425 2.44020
H -4.71975 -3.00038 1.66581
H -5.46027 -1.87888 0.52508
H -5.22606 -1.27138 2.08117
C 4.04187 -3.28770 -1.33464
O 3.06832 -2.24109 -1.15589
C 3.06293 -1.44310 -0.03997
O 2.22259 -0.51324 0.08256
O 4.12234 -1.70993 0.84836
C 4.12947 -1.17077 2.13822
H 5.06189 -2.91885 -1.22688
H 3.77168 -3.65287 -2.32547
H 3.91367 -4.00540 -0.52436
H 3.68067 -1.87544 2.83829
H 3.65215 -0.19501 2.22855
H 5.17974 -0.92775 2.29946
C -1.79462 -1.02526 -3.51907
O -1.07529 -2.13689 -2.99228
C -0.34571 -2.01550 -1.90004
O -0.19963 -0.92725 -1.31839
O 0.29445 -3.12793 -1.54608
C 0.54513 -4.20273 -2.49129
H -2.29992 -1.27017 -4.45330
H -1.18129 -0.19213 -3.86231
H -2.53382 -0.83513 -2.74091
H 1.15457 -5.00249 -2.07048
H 1.20243 -3.85701 -3.28912
H -0.36137 -4.55964 -2.98015
C -1.81876 4.71706 -0.38909
O -2.19323 3.82860 -1.41381
C -1.85705 2.57920 -1.41698
O -1.00130 2.00149 -0.71386
O -2.40281 1.89106 -2.44763
C -3.32511 2.44758 -3.47900
H -2.35045 5.64237 -0.16723
H -0.88072 5.14813 -0.73890
H -1.64454 4.27757 0.59305
H -2.71501 2.77561 -4.32058
H -4.11692 3.10781 -3.12511
H -3.83910 1.50315 -3.65774
C -1.04417 -4.17774 2.53763
O -0.58295 -2.95061 1.95470
C 0.03083 -1.98597 2.57703
O 0.44555 -0.84858 2.03811
O 0.16838 -2.34615 3.88551
C 0.28086 -1.35538 4.88884
H -1.88127 -3.97677 3.20619
H -0.15846 -4.64899 2.96371
H -1.45522 -4.93693 1.87223
H 1.26335 -1.24116 5.34685
H -0.36942 -1.53977 5.74396
H 0.03058 -0.37309 4.48813
*
```

---

The following is a DFT calculation (ωB97M-V/def2-TZVPD) of C25H23NP2PtS4Sb as an isolated structure.

As for the LUMO energy (spin up / spin down): -2.74 / -5.66 eV. As for the energy: -3656.03765 hartree. Its expectation value of S² is 6.033. The value obtained for the strongest force on any atom is 0.55 eV/Å. The HOMO energy (spin up / spin down) comes out at -11.1 / -11.4 eV. For the energy above the lowest of the compared OMol25 structures with the same formula, charge and spin, the calculation gives 21.47 kcal per mole. The calculation puts the HOMO-LUMO gap (spin up / spin down) at 8.341 / 5.761 eV.

ORCA input file:
```
! RIJCOSX wB97M-V def2-TZVPD def2/J DEFGRID3
* xyz 1 5
Pt 0.98716 0.91211 1.79167
S 5.89686 2.57253 3.68164
Sb 3.68324 2.90806 2.80205
S 3.17706 0.60889 2.46199
S 0.70505 2.66900 3.14377
S 4.18311 3.07115 0.49341
C -1.71528 -1.75925 0.79344
N -0.86557 -0.74451 0.12547
P -1.01176 0.92221 0.61841
C -2.69023 1.14810 1.18312
C -2.89844 1.76325 2.41372
C -4.19086 1.96924 2.87926
C -5.26965 1.55373 2.11751
C -5.06766 0.93568 0.88655
C -3.78332 0.73017 0.41606
C -0.82407 1.96446 -0.85471
C 0.45647 2.33413 -1.26740
C 0.63337 3.12649 -2.39090
C -0.46576 3.57966 -3.10537
C -1.74734 3.25031 -2.68238
C -1.92602 2.45558 -1.56188
P 0.83360 -0.90741 0.36305
C 1.20763 -2.56595 0.91740
C 1.80625 -2.76357 2.15737
C 2.14779 -4.04826 2.56346
C 1.88139 -5.12666 1.73782
C 1.28439 -4.93235 0.49466
C 0.95824 -3.65612 0.07777
C 1.58139 -0.74657 -1.25817
C 0.82103 -0.90545 -2.41101
C 1.43412 -0.81417 -3.65372
C 2.79531 -0.55891 -3.73927
C 3.55220 -0.39387 -2.58362
C 2.94913 -0.48731 -1.33972
H -2.75142 -1.62988 0.50611
H -1.64293 -1.71114 1.88456
H -1.40122 -2.74861 0.47275
H -2.05079 2.07981 3.00969
H -4.35120 2.44829 3.83557
H -6.27668 1.70913 2.48178
H -5.91556 0.61657 0.29517
H -3.63131 0.25543 -0.54566
H 1.33380 2.01654 -0.71458
H 1.63526 3.39819 -2.69822
H -0.32602 4.20357 -3.97862
H -2.61117 3.62054 -3.21776
H -2.93543 2.23799 -1.24330
H 2.00172 -1.92148 2.80904
H 2.62110 -4.20142 3.52379
H 2.14382 -6.12690 2.05671
H 1.08677 -5.77777 -0.15056
H 0.53167 -3.50636 -0.90807
H -0.24638 -1.07138 -2.33345
H 0.84686 -0.93400 -4.55466
H 3.26976 -0.48496 -4.70936
H 4.61230 -0.18849 -2.65304
H 3.53827 -0.34806 -0.43942
*
```

---

The following is a DFT calculation (ωB97M-V/def2-TZVPD) of C3H7NO2 as an isolated structure.

As for the LUMO energy: -0.19 eV. As for the energy: -323.57381 hartree. The value obtained for the strongest force on any atom is 0.32 eV/Å. The HOMO energy comes out at -8.8 eV. For the energy above the lowest of the compared OMol25 structures with the same formula, charge and spin, the calculation gives 130.00 kcal per mole. The calculation puts the HOMO-LUMO gap at 8.581 eV.

ORCA input file:
```
! RIJCOSX wB97M-V def2-TZVPD def2/J DEFGRID3
* xyz 0 1
O -1.96841 0.07318 -0.39768
C -1.13838 -0.62900 0.24298
C 0.11737 -1.01783 -0.60885
O 1.39125 -0.37590 -0.26499
C 1.38596 0.88878 0.02418
N 0.33448 1.66969 0.08268
H -0.46359 1.33143 -0.50251
H -0.60423 0.06668 1.30208
H -1.46698 -1.47063 0.88652
H 0.35446 -2.08163 -0.56301
H -0.12415 -0.73036 -1.63682
H 2.35408 1.22438 0.39770
H -0.17189 1.05120 1.03771
*
```

---

The following is a DFT calculation (ωB97M-V/def2-TZVPD) of one molecule with the formula C22H27N3O2.

As for the LUMO energy: 0.83 eV. As for the energy: -1169.22093 hartree. The value obtained for the strongest force on any atom is 1.11 eV/Å. The HOMO energy comes out at -8.7 eV. For the energy above the lowest of the compared OMol25 structures with the same formula, charge and spin, the calculation gives 83.22 kcal per mole. The calculation puts the HOMO-LUMO gap at 9.566 eV.

ORCA input file:
```
! RIJCOSX wB97M-V def2-TZVPD def2/J DEFGRID3
* xyz 0 1
C 6.19960 0.29721 2.21388
H 5.80194 -0.42508 2.93816
O 5.82809 -0.03793 0.90256
C 4.43188 -0.05779 0.71464
H 3.96884 -0.78983 1.39436
C 4.15096 -0.41560 -0.74753
N 2.72818 -0.39861 -1.01247
C 2.04138 -1.62241 -0.63574
C 0.70958 -1.23658 -0.09835
N -0.37718 -1.00258 -0.76880
C -1.25376 -0.58489 0.19090
N -0.72317 -0.56992 1.38085
O 0.55831 -0.99591 1.20585
C -2.65391 -0.19203 -0.13150
C -3.62181 -1.18894 0.46129
C -3.55786 -1.51958 1.80968
C -4.45155 -2.42733 2.34829
C -5.41825 -3.01324 1.54730
C -5.48666 -2.68685 0.20438
C -4.59170 -1.77914 -0.33644
H -4.65012 -1.52782 -1.38610
H -6.23743 -3.14043 -0.42614
H -6.11493 -3.72290 1.96873
H -4.39378 -2.67882 3.39718
H -2.79852 -1.06129 2.42552
C -2.89147 1.23615 0.32613
C -3.99546 1.60373 1.07970
C -4.17397 2.92335 1.46063
C -3.25345 3.88817 1.09355
C -2.15254 3.52914 0.33390
C -1.97581 2.21305 -0.04951
H -1.11903 1.93756 -0.64903
H -1.43096 4.27677 0.03821
H -3.39325 4.91586 1.39478
H -5.03834 3.19606 2.04835
H -4.72219 0.86056 1.37133
H -2.73739 -0.22140 -1.22462
H 1.90020 -2.31599 -1.47807
H 2.59949 -2.12405 0.15495
C 2.29499 0.14183 -2.29653
C 2.99087 -0.49023 -3.50743
H 4.04621 -0.23044 -3.53255
H 2.90241 -1.57409 -3.47838
H 2.52727 -0.13528 -4.42381
C 2.45601 1.66161 -2.29897
H 3.50392 1.94961 -2.31249
H 1.97419 2.08344 -3.17714
H 1.99459 2.08132 -1.40910
H 1.22417 -0.08152 -2.35947
H 4.61464 -1.38759 -0.97030
H 4.64255 0.33549 -1.36373
H 3.99614 0.92723 0.93913
H 7.28712 0.28016 2.24387
H 5.84094 1.29783 2.48610
*
```

---

The following is a DFT calculation (ωB97M-V/def2-TZVPD) of a 2-piece molecular cluster, C3H6NO2 overall.

As for the LUMO energy: 4.26 eV. As for the energy: -323.16991 hartree. The value obtained for the strongest force on any atom is 1.85 eV/Å. The HOMO energy comes out at -4.0 eV. For the energy above the lowest of the compared OMol25 structures with the same formula, charge and spin, the calculation gives 30.34 kcal per mole. The calculation puts the HOMO-LUMO gap at 8.245 eV.

ORCA input file:
```
! RIJCOSX wB97M-V def2-TZVPD def2/J DEFGRID3
* xyz -1 1
C -2.22120 -0.18990 1.97428
C -1.27362 -0.47636 1.03650
H -2.68938 0.77466 2.20648
H -2.45381 -0.92683 2.74404
H -1.24971 0.08252 0.08113
H -0.48071 -1.23559 1.05106
N 2.40136 0.59450 -1.73930
C 1.15338 0.19907 -1.17333
O 1.04961 -0.99206 -0.77201
O 0.29406 1.10652 -1.14733
H 3.03237 -0.16261 -1.77632
H 2.43766 1.22607 -2.48521
*
```

---

The following is a DFT calculation (ωB97M-V/def2-TZVPD) of one molecule with the formula C8H6BrNOS.

As for the LUMO energy (spin up / spin down): -4.01 / -4.32 eV. As for the energy: -3410.48476 hartree. The value obtained for the strongest force on any atom is 2.00 eV/Å. The HOMO energy (spin up / spin down) comes out at -7.9 / -7.7 eV. For the energy above the lowest of the compared OMol25 structures with the same formula, charge and spin, the calculation gives 66.17 kcal per mole. The calculation puts the HOMO-LUMO gap (spin up / spin down) at 3.838 / 3.427 eV.

ORCA input file:
```
! RIJCOSX wB97M-V def2-TZVPD def2/J DEFGRID3
* xyz 0 1
C 1.11593 -0.77644 -0.77579
C 1.39136 0.45799 -1.36647
C 0.07216 -0.90189 0.12104
C 0.62476 1.55364 -1.05754
C -0.69062 0.19998 0.49524
C -0.40863 1.45373 -0.10422
C -3.01191 -0.57774 0.65210
C -1.82026 0.03850 1.44103
N -3.99064 0.31723 0.57689
O -2.97125 -1.70718 0.20688
S -1.25700 2.87025 0.33124
Br -5.45434 -0.07628 -0.39110
H 1.70538 -1.64681 -1.02630
H 2.20088 0.55072 -2.07673
H -0.16660 -1.86888 0.53630
H 0.80577 2.50866 -1.52487
H -1.57324 -0.66212 2.23867
H -2.16065 0.99239 1.84280
*
```

---

The following is a DFT calculation (ωB97M-V/def2-TZVPD) of C18H11Cl5InN5OS2 as an isolated structure.

As for the LUMO energy (spin up / spin down): 2.52 / 2.51 eV. As for the energy: -4329.10436 hartree. Its expectation value of S² is 0.773. The value obtained for the strongest force on any atom is 0.75 eV/Å. The HOMO energy (spin up / spin down) comes out at -2.6 / -4.6 eV. For the energy above the lowest of the compared OMol25 structures with the same formula, charge and spin, the calculation gives 1.47 kcal per mole. The calculation puts the HOMO-LUMO gap (spin up / spin down) at 5.068 / 7.113 eV.

ORCA input file:
```
! RIJCOSX wB97M-V def2-TZVPD def2/J DEFGRID3
* xyz -1 2
In 0.16962 -0.98469 -0.59372
N -0.47584 -5.51582 -0.35281
C -0.24706 -4.15704 -0.19382
S 0.55021 -3.36425 -1.52729
N -0.66701 -3.63139 0.90941
N -0.48082 -2.30062 1.06761
C -1.10146 -1.68702 2.06197
C -1.01605 -0.28987 2.15933
C -1.76592 0.45768 3.10564
C -1.67595 1.81838 3.12623
C -0.80938 2.46915 2.21231
C -0.12315 1.69465 1.30883
N -0.22013 0.36405 1.24417
H 0.18918 -5.99070 -0.93824
H -0.70622 -5.98175 0.51257
H -1.72290 -2.25551 2.74636
H -2.41530 -0.08034 3.78603
H -2.26356 2.40678 3.82067
H -0.68577 3.54337 2.22323
H 0.54367 2.14563 0.57892
Cl 2.75988 -0.73182 1.74248
C 3.30519 -0.63895 0.10804
C 2.35329 -0.59426 -0.90370
C 2.82144 -0.57335 -2.21729
Cl 1.68539 -0.62741 -3.50694
C 4.18146 -0.54933 -2.51334
Cl 4.72581 -0.50013 -4.14958
C 5.10842 -0.57367 -1.47625
Cl 6.79649 -0.54989 -1.82487
C 4.67182 -0.62662 -0.15656
Cl 5.81788 -0.67839 1.13050
O -0.21460 1.08853 -1.71216
N -1.33259 1.70646 -1.42629
C -1.35187 3.05401 -1.49822
C -2.47028 3.78505 -1.19947
C -3.61978 3.11179 -0.78293
C -3.59377 1.74055 -0.71093
C -2.45294 1.00232 -1.07056
S -2.43596 -0.69880 -1.09212
H -0.41816 3.49432 -1.81346
H -2.44533 4.86202 -1.28286
H -4.51452 3.66071 -0.52020
H -4.45342 1.17614 -0.38067
*
```

---

The following is a DFT calculation (ωB97M-V/def2-TZVPD) of C5H9N2O as an isolated structure.

As for the LUMO energy: -3.76 eV. As for the energy: -380.37204 hartree. The value obtained for the strongest force on any atom is 4.33 eV/Å. The HOMO energy comes out at -13.2 eV. For the energy above the lowest of the compared OMol25 structures with the same formula, charge and spin, the calculation gives 50.05 kcal per mole. The calculation puts the HOMO-LUMO gap at 9.429 eV.

ORCA input file:
```
! RIJCOSX wB97M-V def2-TZVPD def2/J DEFGRID3
* xyz 1 1
C 2.90176 -0.13892 0.68147
C 1.57410 -0.49310 1.31345
C 2.61489 0.28798 -0.60157
C 0.70384 -0.26074 0.27052
C -0.77643 -0.45731 0.26800
N -1.45090 -0.33759 -0.85615
N -1.28405 1.04922 1.41277
O 1.30472 0.16482 -0.89309
H 3.91084 -0.08125 1.03707
H 1.18159 -0.76624 2.26852
H 3.17579 0.65971 -1.43512
H -1.08902 -1.22218 0.95139
H -2.33550 -0.66154 -1.04475
H -0.71512 -0.11255 -1.51465
H -1.76206 1.49225 0.69329
H -0.40565 1.44573 1.59623
H -1.80224 1.15827 2.26160
*
```